Record 1
The following is a DFT calculation (ωB97M-V/def2-TZVPD) of 2 unconnected molecules or ions with the total composition C2H4S2 in a non-equilibrium geometry.

Calculated values
relative energy (zero: lowest compared OMol25 entry of this formula, charge and spin)	3.269	eV
frontier orbital gap	8.44	eV
total energy	-874.8400	Ha
SMILES	C1=CS1.S

The geometry in ORCA input format:
```
! RIJCOSX wB97M-V def2-TZVPD def2/J DEFGRID3
* xyz 0 1
C 2.582 0.326 -0.220
C 1.991 -0.672 0.374
S 0.705 0.476 0.046
H 3.384 0.805 -0.589
H 2.199 -1.570 0.673
S -2.949 0.228 -0.023
H -3.936 -0.349 -0.860
H -3.975 0.755 0.598
*
```

natural (NBO) population analysis, charges in e, atoms 1 to 4: atom 1 (C): -0.21, atom 2 (C): -0.27, atom 3 (S): 0.05, atom 4 (H): 0.23


Record 2
The following is a DFT calculation (ωB97M-V/def2-TZVPD) of 2 unconnected molecules or ions with the total composition C5H8O in a non-equilibrium geometry.

Calculated values
relative energy (zero: lowest compared OMol25 entry of this formula, charge and spin)	5.119	eV
frontier orbital gap	9.67	eV
total energy	-270.3698	Ha

The geometry in ORCA input format:
```
! RIJCOSX wB97M-V def2-TZVPD def2/J DEFGRID3
* xyz 0 1
C 1.287 0.039 -2.151
C 1.895 0.294 -0.997
C 0.335 -0.265 1.372
C -0.993 0.409 1.200
C -1.517 -0.951 0.759
O -0.247 -1.473 1.233
H 1.282 -0.959 -2.583
H 0.783 0.818 -2.718
H 1.907 1.290 -0.561
H 2.400 -0.479 -0.426
H -1.271 1.391 0.814
H -0.919 0.451 2.322
H -2.387 -1.380 1.261
H -1.586 -1.130 -0.323
*
```

natural (NBO) population analysis, charges in e, atoms 1 to 4: atom 1 (C): -0.42, atom 2 (C): -0.38, atom 3 (C): 0.27, atom 4 (C): -0.58


no.,HOMO energy (eV)
1,-7.75
2,-8.72